Entry 1:
Here is a cluster of 2 separate species, CHN6S in total in a non-equilibrium geometry from the Open Molecules 2025 dataset. Energies are from wB97M-V/def2-TZVPD.

Geometry (Å):
C1 2.7706 -0.1555 0.0953
N1 0.7328 0.2461 0.0183
N2 2.5684 1.1380 0.4877
N3 1.3037 1.3563 0.4353
N4 -2.5613 -1.7398 0.6881
N5 -2.0334 -0.9924 0.0411
N6 1.5964 -0.7325 -0.2091
S1 4.2664 -0.9224 0.0116
H1 -0.2638 0.1099 -0.0811

Results
net charge	-1
HOMO	-2.75	eV
E_tot	-765.48999	Ha
spin multiplicity	1

Here are the natural (NBO) charges for atoms 1 to 4, given in e: 0.095, -0.210, -0.313, -0.097

Entry 2:
Here is the molecule CHNO in a non-equilibrium geometry from the Open Molecules 2025 dataset. Energies are from wB97M-V/def2-TZVPD.

Geometry (Å):
N1 0.6708 -0.3470 0.0763
C1 -0.5593 0.0236 0.0860
O1 -1.7772 0.3187 0.0498
H1 1.6657 0.0047 -0.2122

Results
HOMO	-11.06	eV
E_tot	-168.67250	Ha
SMILES	N=C=O
spin multiplicity	1

Table of natural (NBO) atomic charges, one value per atom, all in e: -0.817, 0.872, -0.526, 0.471

spin multiplicity of number 2 (CHNO)? 1

What is the spin multiplicity in the second record? 1